Record 1
{"formula": "C4H12N2O", "method": "ωB97M-V/def2-TZVPD", "elements": ["C", "N", "C", "C", "N", "C", "O", "H", "H", "H", "H", "H", "H", "H", "H", "H", "H", "H", "H"], "positions_angstrom": [[1.409, 1.426, 1.818], [1.378, 0.848, 0.457], [0.205, 0.056, 0.198], [-0.956, 0.801, -0.574], [-2.266, 0.238, -0.215], [0.612, -1.067, -0.779], [-0.342, -2.186, -0.853], [0.399, 1.528, 2.247], [1.657, 2.488, 1.702], [2.101, 0.858, 2.417], [1.614, 1.472, -0.296], [-0.222, -0.463, 1.050], [-0.834, 0.801, -1.646], [-0.995, 1.855, -0.232], [-2.362, 0.150, 0.776], [-2.506, -0.562, -0.780], [1.461, -1.608, -0.352], [0.738, -0.710, -1.802], [-0.135, -2.674, -1.645]], "forces_ev_per_angstrom": [[-0.6, 1.2, -1.6], [-0.3, -0.5, 1.3], [-0.7, -0.5, -3.5], [-0.8, 0.4, 2.7], [0.2, 0.9, -1.4], [0.1, -2.2, 0.8], [-0.6, 1.3, 0.4], [0.2, -0.7, 0.1], [0.7, -0.2, 0.4], [0.1, 0.1, 0.6], [-0.2, 0.2, 0.1], [0.2, 0.4, 0.5], [0.2, -0.1, -0.3], [0.3, -0.3, -0.3], [-0.2, -0.5, 0.2], [0.0, -0.3, 0.6], [0.7, 0.8, -0.4], [0.5, 0.3, 0.2], [0.1, -0.2, -0.3]], "lowdin_charge": [-0.105, -0.092, -0.356, -0.223, -0.007, -0.198, -0.098, 0.078, 0.076, 0.067, 0.106, 0.139, 0.102, 0.107, 0.056, 0.059, 0.112, 0.113, 0.065], "total_charge": 0, "e_lumo_ev": 0.98, "homo_ev": -8.14}

Record 2
{"formula": "C14H38BBr10N3NbO2", "method": "ωB97M-V/def2-TZVPD", "elements": ["C", "C", "O", "B", "O", "Nb", "C", "C", "N", "N", "N", "H", "H", "H", "H", "H", "H", "H", "H", "H", "H", "H", "H", "H", "H", "H", "H", "H", "H", "Br", "C", "C", "Br", "H", "H", "H", "H", "Br", "C", "C", "Br", "H", "H", "H", "H", "Br", "C", "C", "Br", "H", "H", "H", "H", "Br", "C", "C", "Br", "H", "H", "H", "H", "Br", "C", "C", "Br", "H", "H", "H", "H"], "positions_angstrom": [[-1.721, -4.711, 3.923], [-1.998, -4.468, 2.432], [-0.890, -3.865, 1.750], [-0.948, -2.570, 1.283], [-0.174, -2.388, 0.123], [-2.015, -0.714, 2.322], [-0.003, 0.125, 2.943], [0.000, 0.701, 4.383], [0.942, -0.019, 5.243], [0.398, 2.127, 4.397], [-1.327, 0.674, 5.027], [-1.489, -5.766, 4.126], [-0.852, -4.102, 4.228], [-2.559, -4.378, 4.552], [-2.901, -3.850, 2.293], [-2.156, -5.438, 1.919], [0.718, -2.066, 0.259], [-2.422, -1.649, 3.885], [-3.258, 0.652, 2.576], [-1.770, 0.091, 0.673], [-3.393, -1.560, 1.438], [0.753, -0.680, 2.854], [0.348, 0.892, 2.226], [1.394, -0.778, 4.752], [1.638, 0.616, 5.617], [-0.277, 2.656, 3.845], [1.267, 2.191, 3.864], [-1.649, -0.281, 5.158], [-2.021, 1.209, 4.506], [-0.640, -6.017, -1.436], [-1.137, -7.714, -2.230], [-2.056, -8.517, -1.347], [-1.109, -9.354, 0.129], [-0.219, -8.253, -2.444], [-1.641, -7.467, -3.162], [-2.496, -9.337, -1.910], [-2.840, -7.905, -0.912], [3.295, -2.513, -0.379], [2.602, -3.847, -1.606], [2.481, -3.276, -3.000], [0.971, -2.062, -3.137], [1.647, -4.165, -1.201], [3.309, -4.674, -1.586], [2.303, -4.065, -3.728], [3.365, -2.710, -3.278], [3.885, 3.702, -1.933], [3.521, 1.789, -1.957], [2.694, 1.348, -0.782], [3.708, 1.270, 0.872], [4.485, 1.292, -1.995], [2.976, 1.606, -2.879], [2.327, 0.336, -0.945], [1.855, 2.011, -0.595], [1.634, 5.793, -5.557], [1.381, 6.237, -3.680], [2.047, 7.537, -3.315], [3.971, 7.317, -3.161], [1.767, 5.399, -3.107], [0.307, 6.317, -3.536], [1.707, 7.869, -2.338], [1.869, 8.318, -4.048], [-1.313, 7.990, -1.080], [-2.952, 7.676, -2.076], [-2.688, 7.384, -3.529], [-2.189, 8.983, -4.516], [-3.568, 8.560, -1.942], [-3.428, 6.821, -1.602], [-3.586, 7.004, -4.010], [-1.879, 6.673, -3.661]], "forces_ev_per_angstrom": [[0.4, 0.3, 0.1], [-0.1, -0.2, -0.1], [-0.5, -0.3, 0.0], [-0.4, 0.2, -0.5], [0.2, -0.4, 0.1], [0.6, 1.5, 2.0], [0.8, -0.5, -0.8], [0.1, 0.2, -0.2], [-0.2, 0.0, 0.0], [0.1, 0.0, -0.2], [0.1, 0.0, -0.1], [-0.1, 0.3, 0.0], [-0.3, -0.3, -0.1], [0.2, -0.2, -0.2], [0.4, -0.2, 0.1], [0.0, 0.4, 0.2], [0.1, 0.3, 0.0], [-0.4, -0.6, 0.0], [-0.4, -0.3, -0.6], [-0.3, -0.2, -0.1], [0.5, -0.1, -0.3], [-0.1, 0.3, 0.0], [-0.2, -0.3, 0.2], [0.0, 0.2, 0.0], [-0.2, -0.1, 0.0], [0.0, -0.1, 0.2], [-0.1, 0.0, 0.1], [0.0, 0.1, -0.1], [0.0, -0.2, 0.0], [0.0, 0.0, 0.1], [0.1, 0.1, -0.1], [0.0, -0.1, 0.0], [0.0, 0.0, 0.0], [0.0, 0.0, 0.0], [0.0, 0.0, 0.0], [0.0, 0.0, 0.0], [0.0, 0.0, 0.0], [0.1, 0.1, 0.1], [0.0, 0.1, -0.1], [-0.1, 0.0, 0.1], [0.1, 0.0, 0.0], [0.0, 0.0, 0.0], [0.0, 0.0, 0.0], [0.0, 0.0, 0.0], [0.0, 0.0, 0.0], [0.0, 0.0, 0.0], [0.0, 0.0, 0.0], [-0.1, -0.1, 0.1], [0.1, 0.0, 0.0], [0.0, 0.0, 0.0], [0.0, 0.0, 0.0], [0.0, 0.0, 0.0], [0.0, 0.0, 0.0], [0.0, 0.0, 0.0], [-0.1, 0.0, -0.1], [0.0, -0.1, 0.1], [0.1, 0.1, 0.0], [0.0, 0.0, 0.0], [0.0, 0.0, 0.0], [0.0, 0.0, 0.0], [0.0, 0.0, 0.0], [0.0, 0.0, 0.0], [0.0, 0.0, 0.1], [0.0, 0.0, -0.1], [0.1, 0.0, 0.0], [0.0, 0.0, 0.0], [0.0, 0.0, 0.0], [0.0, 0.0, 0.0], [0.0, 0.0, 0.0]], "lowdin_charge": [-0.098, -0.287, -0.056, -0.781, -0.039, 0.974, -0.312, -0.759, 0.065, 0.041, 0.020, 0.060, 0.073, 0.061, 0.072, 0.105, -0.015, -0.110, -0.158, -0.133, -0.129, 0.021, 0.017, 0.050, 0.058, 0.066, 0.059, -0.004, 0.015, 0.699, -0.712, -0.705, 0.598, 0.045, 0.054, 0.053, 0.051, 0.676, -0.677, -0.691, 0.636, -0.004, 0.059, 0.054, 0.042, 0.623, -0.682, -0.701, 0.588, 0.050, 0.059, 0.013, 0.056, 0.597, -0.704, -0.698, 0.594, -0.002, 0.019, 0.035, 0.050, 0.628, -0.689, -0.694, 0.601, 0.049, 0.063, 0.061, 0.031], "total_charge": -1, "e_lumo_ev": 1.76, "homo_ev": -4.34}